(1)
{"formula": "C40H37Cl3N6O4RuS", "method": "wB97M-V/def2-TZVPD", "homo_energy_ha": [-0.36833, -0.37024], "multiplicity": 2, "energy_ha": -4049.33065, "total_charge": 1, "fmax_ev_per_a": 4.37, "s2": 0.9947, "homo_lumo_gap_ev": [5.5, 6.5], "lumo_energy_ev": [-4.52, -3.55], "symbols": ["C", "N", "C", "H", "C", "S", "C", "H", "H", "N", "C", "C", "O", "C", "H", "C", "H", "C", "C", "H", "O", "H", "C", "C", "C", "C", "H", "H", "H", "Ru", "Cl", "N", "H", "H", "C", "H", "C", "H", "H", "H", "C", "C", "C", "C", "C", "C", "N", "C", "C", "H", "H", "H", "C", "C", "C", "H", "O", "C", "N", "C", "Cl", "H", "C", "Cl", "H", "H", "C", "C", "C", "H", "C", "C", "H", "C", "H", "C", "H", "H", "H", "H", "H", "C", "O", "H", "H", "H", "H", "H", "N", "H", "C", "C"], "xyz": [[0.31960, -1.93009, 2.41447], [-1.78780, 0.32191, 3.18737], [-2.93790, 0.56341, -3.59553], [-1.83990, 4.41211, -3.89783], [6.50190, 1.28691, 0.74057], [5.38560, 1.58291, -3.02483], [-0.91630, 1.21961, 3.87787], [-2.46490, 4.31501, 1.90917], [-0.65440, -4.26079, -1.93253], [-1.04090, -1.69529, -2.37343], [-2.47590, -0.57789, 3.77397], [-1.23970, 2.63551, 3.37647], [-3.55450, 0.07581, 1.21367], [6.40930, -0.88739, -0.25533], [-0.33350, 2.73841, -2.93493], [-1.02140, 3.28261, -2.30603], [2.04420, -0.46069, 0.19247], [-0.88460, -0.25649, -2.37083], [3.33400, 0.90791, -1.64863], [-2.18890, 2.98171, 3.81547], [-0.25900, 2.07441, -0.43903], [-1.86060, -4.38279, -0.63713], [-1.90240, 3.76301, -0.09203], [-4.63110, 1.71171, -2.37183], [-1.01180, 2.98741, -0.91523], [-4.01470, -2.49499, 3.73347], [-0.37180, 0.03391, -1.43863], [-1.03970, 1.17041, 4.96877], [1.61910, -3.68049, 2.83117], [-1.36970, 0.49421, 0.85497], [7.19320, -2.09379, -1.20313], [-2.70240, 0.88821, -1.25333], [-0.44590, 3.32241, 3.69447], [-4.74830, 1.32391, -4.47193], [4.46500, -2.44139, -0.01283], [-3.43880, 5.64791, -2.46213], [-5.00450, -3.24009, 3.13157], [0.12270, 0.98411, 3.61477], [-5.57150, 2.23681, -2.32593], [-6.27450, -3.44919, 1.41517], [5.15240, -1.13009, 0.31397], [-1.42460, -2.38249, -1.28023], [4.64750, -0.16169, 1.17227], [-2.75990, 4.70341, -0.67323], [-5.49160, -2.86419, 1.87537], [3.80160, -0.30229, -2.22633], [2.20980, -2.25449, 1.35527], [-1.91380, 3.57001, 1.32347], [4.89290, -0.07739, -3.02233], [3.95430, -3.19019, 1.91457], [-4.19780, 1.87661, -0.26513], [-2.36680, -4.01529, -2.29173], [-3.95010, -0.96859, 1.81447], [-1.86640, 4.22071, -2.83653], [1.38380, -2.77199, 2.31467], [-5.42160, -4.10789, 3.61707], [4.08030, -2.59319, -1.36873], [3.22430, -1.67549, -2.02493], [-1.29450, 2.63121, 1.93707], [-3.86670, 1.52131, -1.23183], [5.71710, -1.23049, -3.97613], [-3.62780, -2.79249, 4.69747], [1.61930, -1.12879, 0.91267], [7.30550, 2.79261, 0.95937], [2.44990, 1.00111, -1.04323], [3.93770, 3.00411, -1.67943], [5.29720, 1.04211, 1.37957], [-3.46510, -1.37119, 3.11027], [-2.22610, 0.43801, -2.40833], [-0.26650, 0.02611, -3.22293], [-4.98650, -1.76459, 1.23907], [3.41380, -2.97869, 0.98517], [5.25360, -3.21069, 0.04977], [-4.16430, 1.20681, -3.57333], [-5.35200, -1.45409, 0.27217], [-2.76320, 4.92671, -2.02943], [3.08450, -3.93339, 0.55237], [4.87010, 1.78591, 2.03287], [-3.44350, 5.24321, -0.03293], [-0.52850, -1.99879, 3.06347], [2.24660, -1.61339, -1.53503], [7.07980, 0.30841, -0.05393], [-1.58850, -1.87649, -0.17973], [3.73550, -0.33779, 1.71507], [3.08500, -2.15139, -3.00153], [-2.35150, -0.76439, 4.84837], [-2.53340, 0.17611, -4.51743], [8.04520, 0.47061, -0.50773], [0.47790, -0.90479, 1.53217], [-1.01610, -2.17789, -3.25853], [-1.58880, -3.85819, -1.54673], [4.08230, 1.98721, -1.98373]], "lowdin_spin": [0.004, -0.043, 0.002, 0.000, 0.000, 0.000, -0.006, -0.002, 0.000, -0.001, -0.003, -0.005, -0.083, 0.000, 0.000, 0.003, 0.000, 0.000, 0.000, -0.001, 0.023, 0.000, 0.003, 0.001, 0.005, 0.003, 0.000, -0.002, 0.000, 1.084, 0.000, 0.043, 0.000, 0.000, 0.000, 0.000, -0.021, -0.001, 0.000, 0.001, 0.000, 0.000, 0.000, -0.001, 0.004, 0.000, 0.001, 0.002, 0.000, 0.000, 0.000, 0.000, 0.004, 0.001, 0.002, -0.001, 0.000, 0.000, -0.047, 0.002, 0.000, 0.000, 0.004, 0.000, 0.000, 0.000, 0.000, -0.017, 0.003, 0.000, -0.021, 0.001, 0.000, -0.001, -0.001, 0.003, 0.000, 0.000, 0.000, 0.000, 0.000, 0.000, 0.006, 0.000, 0.000, -0.003, 0.000, 0.000, 0.054, 0.000, 0.000, 0.000]}

***

(2)
{"formula": "C40H38F3FeN3PSb", "method": "wB97M-V/def2-TZVPD", "homo_energy_ha": [-0.21579, -0.18916], "multiplicity": 5, "energy_ha": -3855.88270, "fmax_ev_per_a": 3.53, "s2": 6.4598, "homo_lumo_gap_ev": [6.4, 3.7], "lumo_energy_ev": [0.48, -1.49], "symbols": ["C", "H", "N", "C", "H", "C", "H", "C", "C", "H", "H", "C", "P", "C", "C", "C", "C", "H", "H", "C", "C", "H", "H", "H", "H", "H", "F", "C", "C", "H", "C", "C", "C", "C", "H", "C", "C", "H", "H", "H", "H", "C", "H", "H", "H", "H", "C", "H", "H", "C", "C", "C", "H", "C", "H", "H", "C", "C", "H", "F", "C", "H", "H", "C", "F", "C", "H", "C", "H", "Sb", "C", "C", "N", "H", "H", "Fe", "H", "N", "H", "C", "C", "C", "H", "H", "C", "C", "C"], "xyz": [[1.44527, 3.88728, 1.58689], [3.70685, -4.61440, -6.04154], [1.48287, -4.67690, -3.56448], [-1.77051, -2.50179, -3.29332], [-5.07569, 2.86728, 0.74916], [2.30057, -4.22208, -4.53608], [3.27712, 2.39701, -3.08462], [-2.88864, -1.06778, -4.88746], [2.91440, 0.67712, -4.41361], [3.99226, -7.08268, -5.17428], [-1.03016, 4.51466, 3.23724], [-2.98722, -1.89638, -3.75971], [-0.46839, 1.51723, 2.45518], [-2.40965, 0.04002, 5.84258], [-1.81210, 2.75442, 2.15274], [-2.94248, 4.89970, 2.35354], [-3.04868, 2.25955, 1.44713], [2.43254, 4.27223, 1.18679], [2.12789, -2.66400, -1.01234], [1.47343, 1.43084, 4.48930], [1.68419, -5.85729, -2.92153], [3.89840, 3.64941, 5.56225], [-1.88140, 3.17665, 5.45165], [-3.10216, -2.07286, 5.92334], [-0.70556, -3.10219, -1.58309], [-1.50272, -4.41252, -2.61749], [0.04613, 5.48258, -3.40847], [-1.63214, -3.42043, -2.13123], [3.27747, -6.40980, -4.68729], [0.62907, -5.35084, -1.07546], [-1.84552, 4.05656, 2.64407], [-1.60854, -1.76770, 4.44825], [-1.29121, 2.27215, 5.72663], [2.50456, -6.76789, -3.56308], [3.16428, 4.74024, 3.34914], [2.45149, -0.59077, -4.44339], [3.09424, 1.33519, -3.21170], [1.13484, 3.13304, 0.86547], [1.05750, 0.49414, 4.72820], [2.83331, 1.50636, 6.14594], [-3.80872, -0.69861, -5.37368], [0.96956, 2.19012, 3.39171], [-2.51038, -3.42439, -1.46349], [-2.83712, 5.90738, 2.77711], [-3.95665, 0.57523, 0.44764], [-3.88353, -2.06834, -3.21181], [-0.54851, -1.56966, -5.14615], [-1.48958, -0.18287, -6.43163], [2.78250, -7.62840, -2.96035], [-1.06895, -0.85584, 3.59612], [2.48456, -0.74946, -2.01605], [3.01890, 0.52022, -2.06442], [1.23764, -1.24252, -0.38351], [-1.66757, -0.88845, -5.61086], [1.61409, -6.90040, -1.12296], [0.60547, 4.66073, 1.58988], [3.08473, 3.27180, 4.96154], [3.13787, -5.10798, -5.24396], [-2.16854, 0.39227, 1.04628], [-1.05342, 7.33549, -2.89618], [2.50877, 2.03111, 5.26105], [3.17654, 1.10334, -5.40552], [-0.45212, -1.16250, 2.76933], [2.18372, -1.56074, -0.81714], [-1.23811, 5.54620, -1.62716], [-4.08884, 4.47194, 1.67681], [3.27924, 0.87147, -1.12542], [-1.70360, 0.92405, 5.07790], [0.06986, -6.87734, -1.93073], [1.47286, -1.61957, -6.11290], [1.74087, 3.22918, 2.91733], [-1.21846, 0.53986, 3.82223], [2.10496, -1.24920, -3.23054], [-4.94729, 5.15929, 1.51691], [-1.45762, -2.82552, 4.32737], [1.24787, -2.76114, -3.77045], [-1.52536, 2.15248, 6.76994], [-0.64519, -2.28968, -4.02168], [-0.19087, 2.41892, 5.59673], [2.73317, 3.83023, 3.71128], [0.90505, -6.23575, -1.66457], [-4.13127, 3.16110, 1.24124], [2.86378, -1.39185, 0.00890], [-2.90415, 0.47733, 6.72527], [-2.47028, -1.33972, 5.45621], [-3.07543, 0.98823, 0.93440], [-1.10640, 5.98664, -2.92734]], "lowdin_spin": [0.000, 0.002, 0.015, 0.004, 0.005, -0.103, -0.003, -0.001, -0.006, -0.001, -0.003, -0.001, 0.018, 0.000, 0.145, 0.176, 0.035, 0.000, 0.004, 0.000, 0.001, 0.000, -0.001, 0.000, 0.004, 0.000, 0.130, 0.005, 0.002, 0.000, -0.014, 0.001, -0.001, 0.026, 0.000, -0.030, -0.046, 0.000, 0.000, 0.000, 0.000, -0.001, 0.000, 0.011, 0.025, 0.000, -0.006, -0.003, 0.002, 0.002, -0.019, -0.004, -0.001, -0.003, 0.000, 0.000, 0.000, 0.010, 0.026, 0.130, 0.000, -0.001, 0.000, 0.003, 0.127, -0.016, 0.001, 0.001, 0.000, -0.138, 0.000, 0.011, 0.024, -0.005, 0.000, 2.252, 0.000, 0.014, 0.000, 0.000, 0.000, 0.146, 0.000, 0.000, 0.000, 0.437, 0.612]}